1.
Here is CH3Cl2P as an isolated structure from the OMol25 dataset. Energies are from ωB97M-V/def2-TZVPD.

```
7
Properties=species:S:1:pos:R:3:forces:R:3
C -1.1415 -0.1697 -0.4272 1.52 3.34 0.63
P 1.6724 1.0307 0.8794 -1.27 1.09 0.47
Cl -0.0480 -0.9763 0.7269 0.09 -1.11 0.33
Cl 3.1710 -0.1370 0.4560 1.53 -1.02 -0.43
H -0.3139 0.6879 -0.7467 -2.49 -2.14 -0.30
H -1.5599 -0.8779 -1.2169 0.46 1.29 1.36
H -1.7802 0.4423 0.3285 0.16 -1.46 -2.07
```
Positions in Å, forces in eV/Å.

Computed properties:
Gap between HOMO and LUMO (alpha / beta) in eV: 6.6828 / 6.7015
LUMO energy (alpha / beta) in eV: -0.71 / -0.64
2S+1: 1
Molar mass in g mol⁻¹: 116.9
Relative energy (zero: lowest compared OMol25 entry of this formula, charge and spin) in kcal per mole: 92.6
F_max in eV/Å: 3.73

These are the natural (NBO) partial charges, in e, on atoms 1 to 2: -0.64, 0.17

=====

2.
Here is one molecule with the formula C4H8O2 from the OMol25 dataset. Energies are from ωB97M-V/def2-TZVPD.

```
14
Properties=species:S:1:pos:R:3:forces:R:3
C 1.9816 0.0692 0.8701 1.20 -0.22 -0.18
O 0.7805 0.5169 0.9866 -0.72 0.22 0.98
C 0.0656 1.1828 0.1047 -0.21 0.04 -0.64
C -0.6384 -1.2809 -0.7297 0.26 -0.25 -0.17
O -1.6221 -0.5700 -0.0039 -0.02 0.01 0.00
C -1.3750 0.8358 0.1727 -0.12 0.27 -0.02
H 2.3585 -0.4609 1.7298 0.08 0.12 -0.08
H 0.3720 -1.0725 -0.3710 -0.17 -0.26 -0.11
H 2.5125 0.1961 -0.0700 -0.02 0.03 0.20
H 0.5620 1.3918 -0.8430 -0.04 0.06 0.11
H -0.8161 -2.3486 -0.5625 -0.16 0.24 -0.09
H -0.6304 -1.0870 -1.8136 -0.32 0.07 0.14
H -1.8020 1.0914 1.1511 0.10 -0.13 -0.14
H -1.9212 1.4238 -0.5795 0.13 -0.17 0.02
```
Positions in Å, forces in eV/Å.

Computed properties:
Gap between HOMO and LUMO (alpha / beta) in eV: 8.0467 / 8.4373
LUMO energy (alpha / beta) in eV: 0.32 / 0.51
2S+1: 1
Molar mass in g mol⁻¹: 88.1
Relative energy (zero: lowest compared OMol25 entry of this formula, charge and spin) in kcal per mole: 118.5
F_max in eV/Å: 1.23

These are the natural (NBO) partial charges, in e, on atoms 1 to 2: -0.10, -0.37

=====

3.
Here is one molecule with the formula C11H20O2 from the OMol25 dataset. Energies are from ωB97M-V/def2-TZVPD.

```
33
Properties=species:S:1:pos:R:3:forces:R:3
C -5.5069 0.8038 -0.5020 -0.13 0.05 -0.12
C -4.8976 0.5383 0.6380 0.14 -0.05 0.32
C -3.5018 0.0251 0.8178 0.06 0.02 -0.32
C -2.7535 -0.2772 -0.4770 0.06 -0.19 0.27
C -1.3721 -0.8913 -0.2416 -0.04 0.35 -0.09
C -0.3678 0.0950 0.3524 0.06 -0.34 0.11
C 1.0134 -0.5189 0.5863 -0.09 0.21 -0.27
C 1.7575 -0.8447 -0.7076 0.03 -0.09 0.24
C 3.1822 -1.3372 -0.4312 -0.08 0.14 -0.07
C 4.0214 -0.2575 0.2104 -0.01 -0.39 0.04
O 4.4986 -0.3051 1.3131 0.05 0.08 0.11
O 4.1780 0.7870 -0.6144 -0.21 -0.03 -0.35
C 4.9378 1.8753 -0.1102 0.22 0.17 0.29
H -6.5179 1.1745 -0.5240 -0.18 0.07 0.06
H -5.0362 0.6678 -1.4600 0.18 -0.06 -0.19
H -5.4259 0.6989 1.5708 -0.16 0.06 0.03
H -3.5497 -0.8843 1.4262 0.06 0.02 0.07
H -2.9493 0.7663 1.4029 0.01 -0.07 0.09
H -2.6428 0.6415 -1.0568 -0.05 0.02 -0.11
H -3.3485 -0.9783 -1.0665 -0.05 0.07 -0.08
H -1.4680 -1.7528 0.4237 0.03 -0.11 0.00
H -0.9933 -1.2530 -1.1992 0.02 -0.10 0.01
H -0.7444 0.4578 1.3104 -0.03 0.10 -0.01
H -0.2714 0.9561 -0.3134 -0.02 0.11 0.00
H 1.6145 0.1839 1.1683 0.03 -0.03 0.10
H 0.9089 -1.4284 1.1823 0.05 -0.03 0.10
H 1.8064 0.0458 -1.3368 -0.06 -0.02 -0.07
H 1.2254 -1.6217 -1.2581 0.01 0.03 -0.07
H 3.1652 -2.1977 0.2382 0.08 0.06 -0.02
H 3.6574 -1.6209 -1.3717 0.05 -0.05 0.03
H 4.4651 2.2864 0.7843 0.06 -0.01 -0.07
H 5.9466 1.5463 0.1476 -0.07 0.06 -0.02
H 4.9686 2.6190 -0.9022 -0.01 -0.04 0.03
```
Positions in Å, forces in eV/Å.

Computed properties:
Gap between HOMO and LUMO in eV: 10.6067
LUMO energy in eV: 0.94
2S+1: 1
Molar mass in g mol⁻¹: 184.3
Relative energy (zero: lowest compared OMol25 entry of this formula, charge and spin) in kcal per mole: 13.4
F_max in eV/Å: 0.41
SMILES string: C=CCCCCCCCC(=O)OC

These are the natural (NBO) partial charges, in e, on atoms 1 to 2: -0.42, -0.16

=====

4.
Here is a 11-piece molecular cluster, C52H135N9O19 overall from the OMol25 dataset. Energies are from ωB97M-V/def2-TZVPD.

```
215
Properties=species:S:1:pos:R:3:forces:R:3
C -1.7326 -0.6143 0.0782 -0.27 0.82 -0.77
O -0.4425 -0.1585 0.4740 -0.05 0.31 -0.53
C 0.4481 -0.0889 -0.6578 -0.40 0.78 1.94
C 1.8464 0.3626 -0.2411 -0.14 0.94 -0.08
C 2.6523 -0.5411 0.6534 0.57 -1.23 0.00
N 1.9501 1.7250 0.3411 -0.97 0.22 -0.19
H -2.1857 -0.0391 -0.8005 0.82 -0.54 0.88
H -2.4151 -0.4803 0.9037 -0.09 0.14 0.30
H -1.6939 -1.6633 -0.1716 0.02 -0.54 -0.28
H 0.4922 -1.0645 -1.0753 0.17 -1.04 -0.78
H 0.0324 0.6269 -1.3713 0.00 0.01 -0.23
H 2.3225 0.4600 -1.2275 0.34 -0.26 0.11
H 2.6242 -1.5902 0.3091 -0.33 0.22 0.09
H 2.3036 -0.5412 1.7252 0.57 0.26 -1.06
H 3.7257 -0.2832 0.4924 -0.67 0.12 0.82
H 1.6749 1.7611 1.3330 0.09 -0.48 -0.40
H 1.2414 2.3104 -0.1189 0.40 0.03 0.23
C -0.5592 0.8735 -5.3580 -0.09 -0.34 -0.07
O -1.3396 -0.3060 -5.3555 -0.74 0.29 -0.20
C -0.7827 -1.4970 -4.8523 -0.97 1.11 0.55
C -1.9121 -2.5038 -4.7123 -0.27 0.25 1.54
C -3.0499 -2.0101 -3.7398 1.16 -0.04 -0.25
N -1.3604 -3.7375 -4.0426 -0.78 1.56 -1.00
H 0.3429 0.8342 -6.0022 -0.45 -0.14 0.13
H -0.2213 1.1052 -4.3422 -0.05 0.21 0.03
H -1.2628 1.6254 -5.7374 0.51 0.09 0.22
H -0.0353 -1.7716 -5.5327 1.25 -1.13 -0.89
H -0.3210 -1.3227 -3.8840 0.15 0.03 0.51
H -2.3133 -2.6802 -5.7156 -0.09 -0.26 0.12
H -3.5360 -2.9317 -3.3709 -0.10 0.63 0.05
H -3.7647 -1.3598 -4.2374 -0.06 -0.08 -0.05
H -2.6089 -1.4238 -2.8886 -0.34 -0.71 -0.64
H -0.6613 -4.0830 -4.6655 0.71 -0.69 -0.32
H -2.1366 -4.3792 -4.0320 0.03 -0.56 0.06
C 3.2147 -3.7676 -2.2915 -0.06 -0.39 -0.80
O 3.1948 -3.7519 -3.7064 0.05 1.42 -1.02
C 3.1300 -2.4120 -4.2657 -0.42 -1.39 -0.72
C 3.0389 -2.5446 -5.8203 1.74 0.70 0.78
C 2.8223 -1.1932 -6.4522 -0.40 0.25 -0.07
N 1.9979 -3.4441 -6.1537 -0.67 -1.90 0.30
H 3.9750 -3.0673 -1.9038 -0.22 -0.25 0.10
H 3.4659 -4.8167 -2.0999 -0.02 0.35 0.67
H 2.2020 -3.5374 -1.9501 0.12 0.07 0.47
H 2.2578 -1.8435 -3.8800 0.19 -0.38 -0.10
H 4.0365 -1.8955 -4.0035 0.51 0.47 0.21
H 4.0364 -2.8461 -6.2367 -0.41 -0.29 0.66
H 3.6834 -0.5522 -6.2259 -0.19 -0.02 -0.45
H 1.9424 -0.7329 -6.0281 -0.30 0.31 0.22
H 2.5990 -1.2913 -7.5332 0.57 0.14 0.42
H 1.9016 -3.5041 -7.1558 -0.05 -0.12 -0.21
H 2.2475 -4.3921 -5.7978 -0.42 1.02 -0.39
C 6.0126 0.0364 -1.5525 -0.19 1.46 -1.98
O 7.1202 0.0612 -2.4524 0.04 1.08 1.57
C 7.1640 -0.8872 -3.4267 -0.97 -0.28 -2.21
C 7.2242 -2.2992 -2.9988 -0.42 -1.25 1.34
N 8.2446 -2.4649 -2.0014 1.22 -1.48 -0.15
C 8.3237 -3.7801 -1.3441 -0.85 0.24 0.21
C 7.0473 -4.0791 -0.4976 1.01 0.42 -0.48
O 6.9252 -2.9768 0.3955 -0.74 -0.99 0.09
C 5.6765 -3.0093 1.0704 0.49 0.17 1.03
H 5.0796 -0.0531 -2.1167 -0.16 -0.68 -0.04
H 5.9250 1.0335 -1.1637 0.31 0.52 0.53
H 6.1167 -0.6488 -0.7666 0.09 -1.31 1.00
H 8.0306 -0.6737 -4.0537 0.13 0.13 0.14
H 6.2778 -0.8316 -4.1057 0.19 0.29 0.18
H 7.3613 -2.9155 -3.8787 0.67 -0.20 -0.38
H 6.2653 -2.7084 -2.6346 -0.34 0.62 0.08
H 8.3021 -1.7046 -1.3530 -0.22 0.24 0.21
H 9.2179 -3.8701 -0.7214 -0.11 0.37 0.03
H 8.4304 -4.5532 -2.1029 -0.09 -0.07 -0.21
H 7.0613 -5.0464 0.0368 0.28 0.32 -0.04
H 6.2080 -4.1300 -1.1958 -0.33 0.13 0.14
H 5.4456 -3.9501 1.6089 0.61 0.09 -0.15
H 4.8478 -2.9121 0.3795 -0.27 0.56 -0.26
H 5.7482 -2.2088 1.8378 -0.49 -0.35 -0.65
C -0.4713 7.9739 -2.4779 -1.56 -0.64 -0.30
O -0.0770 6.6234 -2.4564 0.27 -0.47 0.63
C 0.5613 6.1192 -3.6076 1.02 2.60 -0.93
C 0.7428 4.6835 -3.5564 -0.69 -2.38 0.64
N 1.6891 4.3629 -2.5044 0.16 0.22 0.66
C 2.3576 3.1112 -2.5687 0.35 -2.02 -1.52
C 3.4001 2.9731 -3.6705 -0.68 2.22 -1.34
O 2.7688 2.7116 -4.9446 0.94 -0.29 0.61
C 3.7406 2.6924 -5.9782 -1.46 0.12 -1.13
H -1.1396 8.1381 -1.6039 0.85 0.00 -0.27
H -1.1484 8.1135 -3.3358 0.28 0.27 -0.12
H 0.3455 8.6780 -2.5334 0.36 0.20 0.15
H 1.6153 6.5489 -3.7589 -1.33 -0.10 0.38
H -0.0211 6.3766 -4.4959 -0.19 0.18 -0.15
H 1.2233 4.3606 -4.4778 -0.30 -0.01 -0.23
H -0.2870 4.1562 -3.4696 1.42 0.51 -0.08
H 1.3010 4.4860 -1.5814 -0.23 0.18 0.06
H 1.6636 2.2186 -2.7159 0.43 0.68 0.22
H 3.0018 2.8672 -1.7399 -0.45 0.54 1.01
H 4.0899 2.1972 -3.4831 0.72 -1.27 0.49
H 4.0405 3.9111 -3.7579 -0.86 -0.74 0.21
H 3.4394 1.9149 -6.7077 -0.19 0.72 0.03
H 4.7310 2.3847 -5.7251 0.80 -0.02 0.94
H 3.7631 3.7077 -6.4161 0.25 -0.53 -0.20
C -0.6855 5.1096 0.4916 -1.32 -0.56 0.13
O -0.3983 3.8282 -0.0577 1.63 0.50 0.71
C -1.3510 3.3619 -0.9375 -0.51 0.05 -0.57
C -2.5300 2.7865 -0.2217 -1.68 -0.52 -0.52
N -3.5526 2.3287 -1.1900 -0.47 0.25 0.41
C -4.3420 3.4311 -1.8297 0.68 -1.25 -1.04
C -4.4394 4.7370 -1.0882 0.15 -0.62 -0.40
O -5.2853 4.5790 -0.0053 -0.63 0.46 1.30
C -5.2627 5.6889 0.8777 -0.49 -0.51 1.64
H -1.1554 5.7628 -0.2475 0.26 0.02 -0.31
H 0.2375 5.5569 0.8249 0.15 0.07 0.35
H -1.4551 4.9826 1.2828 0.71 0.23 0.07
H -0.9215 2.6118 -1.6070 0.15 -0.12 0.19
H -1.6256 4.1922 -1.5742 -0.41 0.30 -0.48
H -3.0142 3.4703 0.4914 0.55 0.04 0.12
H -2.2431 1.8946 0.3081 0.34 -0.18 0.45
H -4.1399 1.6446 -0.7000 0.18 0.69 -0.30
H -5.3482 3.0733 -2.0975 0.23 -0.02 0.34
H -3.8469 3.5667 -2.8136 -0.27 0.49 0.42
H -4.8423 5.5059 -1.7190 -0.06 0.57 -0.72
H -3.4610 5.0248 -0.7482 0.62 0.46 0.11
H -6.0945 5.5050 1.6238 1.06 0.26 -0.75
H -5.4225 6.6717 0.4435 -0.31 0.00 -0.72
H -4.2960 5.8056 1.4264 -0.44 -0.50 -0.28
C 1.9594 -3.0886 3.5001 0.80 -0.48 -0.87
O 1.0553 -2.0789 3.8157 0.76 1.16 0.73
C 1.6423 -1.0731 4.6858 1.09 -1.55 -0.38
C 0.6755 0.0160 4.8002 -2.66 1.96 0.44
N 0.3680 0.7182 3.5465 -0.09 0.56 -0.50
C -0.7817 1.6524 3.5755 -0.85 -0.46 0.13
C -0.4360 3.0486 4.0829 1.08 -0.21 -0.47
O -1.5386 3.9063 4.0581 -1.07 -0.65 -0.06
C -1.2723 5.2358 4.3605 -0.66 1.23 -0.43
H 2.8393 -2.7249 2.9364 -0.30 0.28 -0.13
H 1.4405 -3.7980 2.8480 0.14 -0.06 0.30
H 2.4342 -3.5753 4.3561 -0.51 -0.18 0.39
H 2.6981 -0.7830 4.3515 -1.42 -0.16 0.00
H 1.7615 -1.4951 5.6976 0.06 -0.13 -0.21
H 1.0624 0.7829 5.5319 -0.44 -0.82 -0.53
H -0.3467 -0.3878 5.1830 1.69 0.31 -0.02
H 0.2425 0.0888 2.7432 0.02 0.14 0.70
H -1.6828 1.2991 4.1856 0.98 -0.03 -0.70
H -1.0883 1.7796 2.5192 -0.12 -0.18 0.50
H 0.2964 3.4231 3.3705 0.52 0.27 0.01
H 0.0325 3.0064 5.0682 -0.02 0.06 0.25
H -2.1977 5.8383 4.1965 0.49 -0.61 -0.25
H -0.4851 5.6608 3.7054 -0.11 -0.19 0.45
H -1.0812 5.4133 5.4156 0.63 -0.22 0.27
C -2.4948 -1.9943 2.9856 1.35 0.05 0.50
O -2.8030 -2.4446 4.2901 -0.71 -0.22 0.31
C -1.9482 -3.4464 4.8348 1.71 1.95 -0.75
C -2.3128 -3.7264 6.2706 -0.08 -0.37 -0.55
N -2.1600 -2.5607 7.1006 0.53 -1.07 0.27
C -2.4501 -2.7814 8.5181 0.61 0.61 -0.38
C -3.8623 -3.1461 8.8994 0.06 1.03 -1.69
O -4.5801 -1.9930 8.5238 -0.86 0.59 -0.71
C -5.8777 -1.8149 9.0348 -0.42 -0.07 -0.30
H -3.1363 -1.1295 2.8310 -0.19 -0.19 -0.39
H -2.5663 -2.7899 2.2383 -0.67 0.02 -0.07
H -1.4306 -1.6540 2.8772 -0.56 -0.06 0.45
H -0.9332 -2.9899 4.7178 -0.31 -0.58 0.63
H -1.9090 -4.3112 4.1986 -0.44 -0.88 -0.25
H -1.6887 -4.5334 6.6505 0.22 -0.10 -0.01
H -3.3304 -4.1146 6.2456 -0.46 -0.15 0.12
H -2.6839 -1.8402 6.6581 -0.58 0.87 0.24
H -2.0990 -1.8644 8.9919 -0.48 0.02 0.43
H -1.8240 -3.5550 8.9164 0.75 -0.65 -0.11
H -3.9621 -3.3349 9.9338 -0.03 -0.32 1.39
H -4.1620 -4.0313 8.3202 -0.29 0.06 0.16
H -5.8103 -1.4918 10.0544 -0.08 0.35 0.82
H -6.4634 -2.7263 9.0343 -0.10 -0.51 -0.13
H -6.4859 -1.0727 8.4697 0.91 -0.35 0.11
C -4.5611 -5.5738 2.3029 -0.89 -0.41 -0.68
O -4.5189 -4.4735 1.4019 0.34 -0.57 0.99
C -5.6726 -4.3285 0.6047 0.28 -0.01 0.29
C -5.4012 -3.0993 -0.2095 -0.46 1.18 -1.24
N -5.5604 -1.8514 0.5331 -0.21 -0.63 0.52
C -5.7915 -0.6991 -0.2690 -1.59 1.26 -0.36
C -5.9988 0.5925 0.5429 -0.26 -0.67 1.31
O -4.8362 0.7735 1.3844 -0.48 1.31 0.54
C -4.9863 1.9524 2.2852 0.15 -1.20 -1.22
H -3.7677 -5.5120 3.0063 0.85 0.54 0.54
H -4.3751 -6.5433 1.7713 -0.65 0.59 0.23
H -5.5047 -5.5692 2.9018 0.46 -0.24 -0.62
H -6.5830 -4.2132 1.2314 0.40 0.06 -0.28
H -5.7906 -5.2166 -0.0239 -0.09 -0.03 -0.18
H -6.0498 -3.0444 -1.0933 -0.44 -0.13 0.33
H -4.4224 -3.1069 -0.7006 0.39 -0.55 0.29
H -4.7695 -1.7093 1.1267 0.45 0.06 0.51
H -6.7508 -0.8795 -0.8016 0.48 0.25 0.03
H -5.0620 -0.4535 -1.0078 1.09 -0.24 -0.93
H -6.8527 0.3247 1.2147 0.27 0.78 -0.38
H -6.2054 1.5285 -0.0716 0.16 -1.19 0.56
H -5.7304 1.7926 3.0546 -0.77 -0.23 -0.20
H -5.2154 2.8136 1.6415 0.15 -0.05 0.47
H -4.0865 2.0660 2.8800 0.55 0.08 -0.54
O 4.5272 3.1582 0.2212 0.35 -0.44 -0.67
C 4.2009 4.0536 1.2413 0.73 0.45 0.21
C 3.1032 5.0170 0.8378 0.17 -0.33 -3.13
O 2.9433 6.0192 1.7524 0.15 1.50 1.17
H 3.7805 2.5276 0.1112 0.01 0.33 0.42
H 3.8622 3.5000 2.1020 -0.18 -0.17 0.68
H 5.1309 4.6186 1.5818 -0.95 -0.60 -0.67
H 2.1536 4.4813 0.7839 0.00 -0.12 -0.06
H 3.2825 5.4442 -0.2564 -0.11 -0.89 1.94
H 3.7961 6.4728 1.7946 -0.30 0.15 0.22
O -0.2825 -3.7148 -1.5657 -0.03 -0.23 0.73
C -1.0684 -4.7113 -0.9359 0.39 -0.54 0.48
C -0.6335 -4.7458 0.5399 -0.41 -0.31 0.11
O 0.7934 -4.7203 0.6399 -0.34 0.33 -0.29
H -0.6666 -3.5332 -2.4420 -0.12 -0.15 -0.51
H -2.1386 -4.5642 -1.0799 -0.25 0.55 0.40
H -0.9436 -5.7392 -1.3071 0.68 0.19 -0.49
H -0.9525 -5.7430 0.9818 0.12 1.48 -0.20
H -1.0486 -3.8416 1.0553 0.11 -0.92 -0.06
H 1.0522 -3.9471 0.1066 0.02 -0.39 0.14
```
Positions in Å, forces in eV/Å.

Computed properties:
Gap between HOMO and LUMO in eV: 8.9355
LUMO energy in eV: 0.66
2S+1: 1
Molar mass in g mol⁻¹: 1190.7
F_max in eV/Å: 3.33
SMILES string: COC[C@H](C)N.COC[C@H](C)N.COC[C@H](C)N.COCCNCCOC.COCCNCCOC.COCCNCCOC.COCCNCCOC.COCCNCCOC.COCCNCCOC.OCCO.OCCO

These are the Löwdin partial charges, in e, on atoms 1 to 2: -0.10, -0.19